140
Properties=species:S:1:pos:R:3:forces:R:3 method="wB97M-V/def2-TZVPD" gap_ev=8.95 largest_force_ev_per_a=2.1 e_tot_ev=-101642.9933 smiles=c1cc[nH]c1.c1cc[nH]c1.Fc1ccccc1.Fc1ccccc1.Fc1ccccc1.Fc1ccccc1.Fc1ccccc1.Fc1ccccc1.Fc1ccccc1.Fc1ccccc1.Fc1ccccc1.Fc1ccccc1
C 18.6802 14.5864 15.7402 0.4 -1.6 -0.1
C 17.9821 15.7507 16.0151 -0.9 0.5 0.8
C 17.5679 16.2956 14.8340 0.0 -0.1 -0.2
N 17.9899 15.4764 13.7913 0.4 0.2 2.0
C 18.7060 14.4391 14.3826 -0.1 -0.2 -0.8
H 18.9995 13.8289 16.4686 0.1 0.6 -0.5
H 17.6982 16.0093 17.0222 0.0 0.6 -0.1
H 16.9647 17.1779 14.7273 0.0 0.1 -0.5
H 17.9214 15.7536 12.8296 0.1 -0.3 -0.3
H 19.1648 13.6248 13.8465 -0.1 0.2 -0.4
C 12.8397 13.5860 15.2566 -0.9 -1.0 1.2
C 12.9578 14.8969 14.7711 0.3 0.2 -0.1
C 14.2499 15.2916 15.0080 -0.1 -0.6 0.1
N 14.9150 14.2948 15.6740 -1.2 -0.9 -0.1
C 14.0191 13.2490 15.8446 0.9 0.1 0.2
H 11.9625 12.9409 15.3683 0.2 0.5 -0.4
H 12.1575 15.4715 14.3566 0.0 0.3 -0.4
H 14.7510 16.1764 14.7526 0.6 0.9 -0.3
H 15.9097 14.1798 15.7786 0.1 0.4 0.1
H 14.2460 12.3940 16.4649 0.2 0.0 -0.3
F 9.4686 17.1565 13.3969 -0.1 0.0 0.1
C 9.0490 17.5349 14.6338 2.1 0.1 0.2
C 9.8190 17.1190 15.7289 -0.6 -0.1 0.2
C 9.3424 17.3741 16.9992 -0.6 0.2 0.2
C 8.1618 18.1210 17.1691 0.5 -0.9 -0.2
C 7.4989 18.5808 16.0614 -0.4 0.8 -0.9
C 8.0166 18.4019 14.7562 -1.2 -0.9 1.2
H 10.7342 16.5627 15.6449 0.1 -0.3 -0.4
H 9.7989 16.9026 17.8686 0.2 0.3 -0.2
H 7.7432 18.2113 18.1522 -0.2 0.2 0.3
H 6.5263 19.0714 16.1528 0.4 0.0 0.1
H 7.4564 18.6547 13.8879 -0.3 0.5 -0.5
F 13.9295 12.8891 19.2526 -0.3 -0.3 0.2
C 13.6740 11.8823 20.1568 0.3 1.4 -1.2
C 12.7705 10.9089 19.7799 0.1 0.1 0.3
C 12.5658 9.8775 20.6712 0.3 -0.3 1.0
C 13.2715 9.8594 21.8794 -0.3 0.4 0.0
C 14.1584 10.8957 22.1802 0.2 -1.0 1.1
C 14.3726 11.9631 21.3375 -0.3 -1.1 -0.4
H 12.1998 10.9925 18.8704 0.2 0.1 -0.2
H 11.8748 9.0729 20.4803 -0.2 0.0 -0.2
H 13.0535 9.1054 22.6433 0.3 0.1 -0.5
H 14.7397 10.7897 23.0992 -0.2 0.3 -0.2
H 15.1092 12.7183 21.5311 0.0 0.3 0.0
F 16.2050 19.7502 11.4317 0.3 -1.0 -0.3
C 16.5153 18.4776 11.0080 0.0 1.0 -0.6
C 15.7401 17.4231 11.4088 -0.7 -0.3 1.2
C 15.9815 16.1347 10.9991 1.1 0.5 -1.0
C 17.0118 15.9553 10.0859 0.8 -1.3 -0.1
C 17.8712 16.9843 9.7031 -0.7 0.6 -0.1
C 17.5561 18.2988 10.1143 0.8 -0.4 -0.2
H 14.9549 17.5079 12.1252 -0.5 0.7 0.4
H 15.4446 15.2991 11.4013 -0.4 -0.2 0.0
H 17.1863 14.9333 9.7317 0.2 0.4 0.1
H 18.7382 16.7851 9.0500 -0.7 0.2 0.4
H 18.1389 19.1465 9.7446 -0.2 -0.2 0.3
F 12.9582 15.9852 11.4800 0.4 0.1 -0.2
C 12.1349 15.3213 10.6290 0.5 0.9 1.1
C 10.9575 14.9154 11.2022 -0.4 -0.8 -0.5
C 10.0981 14.2427 10.3644 -0.7 0.1 -1.2
C 10.3753 14.0829 8.9982 0.6 0.1 1.0
C 11.5892 14.5255 8.4923 -0.3 0.3 -0.2
C 12.4955 15.1811 9.3114 0.6 0.3 0.0
H 10.7018 15.0640 12.2373 0.2 0.2 0.2
H 9.1208 13.9295 10.6843 -0.1 -0.2 0.4
H 9.6451 13.6137 8.3758 -0.2 -0.2 -0.4
H 11.7782 14.4535 7.4375 0.2 -0.2 -0.3
H 13.4581 15.6137 8.9692 -0.8 -0.5 0.2
F 10.1095 11.6055 16.7999 0.1 0.0 -0.2
C 9.7128 12.2775 17.8944 -1.1 0.0 0.4
C 8.4702 11.9680 18.4462 0.0 -0.1 -0.6
C 8.0252 12.6404 19.5813 0.7 -0.1 -0.2
C 8.8483 13.6164 20.1568 0.8 0.2 -0.1
C 10.1112 13.9051 19.6007 -0.8 -0.7 -0.4
C 10.5118 13.2503 18.4257 0.8 0.4 0.6
H 7.8534 11.2410 17.9080 0.2 0.1 0.4
H 7.0876 12.3203 20.0210 0.0 0.4 0.0
H 8.5744 14.1610 21.0564 -0.2 -0.3 -0.1
H 10.8104 14.5783 20.0877 -0.3 0.1 -0.1
H 11.4825 13.4435 17.9686 -0.2 0.1 0.1
F 16.3618 11.0865 15.2104 0.3 -0.6 -0.4
C 17.2807 10.2380 14.6219 -0.5 1.3 1.0
C 18.6037 10.5688 14.8144 0.0 -0.4 -0.3
C 19.5487 9.7460 14.2310 0.1 -1.2 0.2
C 19.1470 8.5479 13.5981 -0.6 0.8 -0.1
C 17.7873 8.2510 13.4399 0.9 0.6 -0.4
C 16.8499 9.1436 13.9341 -0.1 -0.7 0.0
H 18.8715 11.3867 15.4568 0.0 0.4 -0.1
H 20.6032 9.9682 14.3813 -0.2 -0.1 -0.2
H 19.8643 7.8834 13.1671 0.5 -0.2 -0.1
H 17.4606 7.4148 12.8227 0.1 0.0 0.4
H 15.8171 8.9045 13.8297 -0.7 0.2 0.0
F 14.4922 19.8995 15.5542 -0.9 -0.3 -0.3
C 13.5013 19.8735 14.5950 1.2 -0.1 -0.3
C 12.9962 18.6661 14.1429 0.0 0.5 0.1
C 12.1549 18.7028 13.0457 0.5 0.0 0.2
C 11.9070 19.9036 12.4147 -1.7 -0.8 -0.7
C 12.3853 21.0883 12.8654 0.9 0.9 0.0
C 13.2517 21.0595 13.9458 0.3 0.9 0.8
H 13.3073 17.7410 14.5723 0.0 -0.4 0.3
H 11.7637 17.7932 12.6410 -0.2 -0.3 -0.1
H 11.2081 19.9166 11.5915 0.1 -0.1 -0.3
H 12.1694 21.9872 12.2841 0.2 -0.1 0.5
H 13.7991 21.9236 14.3294 -0.4 -0.1 -0.3
F 17.8620 12.6680 11.3019 0.2 0.0 0.1
C 16.5171 12.5525 11.2397 0.7 -0.1 -0.6
C 15.7788 12.6924 12.3630 0.4 0.5 1.8
C 14.4115 12.6386 12.2983 -0.5 -0.1 -0.7
C 13.8200 12.3874 11.0672 -0.5 0.6 0.0
C 14.5713 12.3000 9.9141 0.2 -0.5 0.5
C 15.9444 12.3581 10.0187 0.3 0.0 -1.3
H 16.2732 12.9497 13.2928 0.0 -0.1 0.0
H 13.8170 12.8611 13.1641 -0.1 -0.2 0.2
H 12.7546 12.4263 10.9591 -0.5 -0.2 0.2
H 14.1067 12.1263 8.9645 -0.2 0.1 -0.3
H 16.5672 12.3191 9.1336 0.1 -0.1 0.0
F 12.0835 9.3789 12.6282 0.0 0.0 -0.2
C 12.0862 9.2500 13.9666 0.2 0.7 0.8
C 13.1191 9.8460 14.6937 -0.2 -1.2 0.4
C 13.1529 9.6273 16.0987 0.2 0.4 -2.0
C 12.1297 8.9106 16.6880 -0.2 -0.1 0.6
C 11.0695 8.3937 15.9593 0.4 0.3 -1.6
C 11.0420 8.5722 14.5684 0.9 0.1 0.7
H 13.9430 10.2496 14.1143 -0.1 0.4 0.3
H 14.0388 9.9789 16.6204 -0.3 -0.1 0.2
H 12.1651 8.7266 17.7470 0.0 0.0 0.3
H 10.2925 7.7785 16.3581 -0.3 -0.1 0.7
H 10.3111 8.1324 13.9344 -0.7 -0.3 -0.3
F 12.9200 17.3093 21.8415 -0.2 0.0 0.4
C 12.8568 17.3255 20.5017 -0.1 -0.4 -0.4
C 12.5204 18.5145 19.8671 0.3 0.1 -0.4
C 12.6348 18.5995 18.4771 -0.1 -0.3 0.1
C 13.0053 17.4887 17.7081 0.1 0.1 1.7
C 13.2525 16.3014 18.4059 -0.3 -0.5 -0.1
C 13.1462 16.1542 19.8025 0.3 1.7 -1.1
H 12.2594 19.4136 20.4261 0.1 -0.4 0.1
H 12.4501 19.5666 18.0306 0.0 0.0 -0.2
H 13.1840 17.5791 16.6547 -0.1 -0.1 -0.2
H 13.5234 15.4079 17.8625 0.1 -0.1 -0.3
H 13.4629 15.2358 20.2582 -0.1 -0.2 0.3



33
Properties=species:S:1:pos:R:3:forces:R:3 method="wB97M-V/def2-TZVPD" spin_multiplicity=8 s_squared=16.093 charge=+4 gap_ev="7.83 / 5.64" largest_force_ev_per_a=6.1 e_tot_ev=-160566.4712
I 3.6296 -2.6345 0.1652 1.0 -0.3 -0.5
I 3.3220 2.0642 0.1727 -0.9 0.4 0.0
Ga 0.6622 1.9144 0.5282 0.5 -1.5 -0.9
Gd 1.1341 -1.8498 1.4496 -1.8 0.4 0.5
S 0.3658 -0.0268 -0.6954 1.0 1.2 1.1
C -1.0544 -3.0680 -0.2392 -2.5 -1.0 -1.9
C -0.7567 -3.2054 2.7199 -2.4 -1.7 1.9
C -0.2124 0.1270 -2.5322 -0.7 0.0 -1.0
C 0.2518 1.3513 -3.3067 0.5 0.2 0.6
C -1.7195 0.1149 -2.3095 0.0 -0.2 0.3
C 0.3375 -1.1502 -3.1492 0.4 -0.2 0.5
C -0.2471 2.4720 2.2675 -2.5 2.5 5.1
C -1.3889 3.2480 -0.6423 -2.1 2.0 -1.7
O -1.5242 -3.6880 3.4077 2.1 1.3 -2.0
O -1.9392 -3.4080 -0.8781 2.8 1.0 2.0
O -0.6965 2.7778 3.2835 1.8 -1.3 -4.9
O -2.1940 3.8166 -1.2232 2.7 -2.0 2.0
H -0.1612 1.2334 -4.3246 0.2 0.2 0.4
H 1.3445 1.4143 -3.3670 -0.2 -0.2 -0.2
H -0.0894 2.3014 -2.8803 -0.2 -0.2 -0.2
H -2.2378 0.0803 -3.2700 0.0 0.0 0.0
H -2.0366 1.0070 -1.7542 -0.1 -0.2 -0.3
H -1.9870 -0.7657 -1.7156 -0.3 0.1 -0.3
H -0.0001 -1.2359 -4.1868 0.0 0.0 0.2
H 0.0128 -2.0278 -2.5842 -0.2 -0.1 -0.3
H 1.4339 -1.1610 -3.1357 -0.2 0.2 -0.2
Cl 0.6988 0.1526 6.1134 0.1 0.0 -0.2
C 0.5809 -0.2275 4.4827 -0.8 -0.5 0.0
Cl 1.3961 -2.0152 4.1897 0.1 1.0 0.0
Cl -1.1548 -0.3471 3.9144 0.9 -0.1 0.4
C 1.2859 0.7131 3.4759 0.9 0.3 0.6
O 1.8004 1.7426 3.8321 -0.7 -1.5 -1.1
O 1.1434 0.2799 2.1921 0.3 0.2 0.1



88
Properties=species:S:1:pos:R:3:forces:R:3 method="wB97M-V/def2-TZVPD" charge=+1 gap_ev=6.68 largest_force_ev_per_a=4.6 e_tot_ev=-87433.6635 de_lowest_kj_mol=621.66
C 1.9102 -2.7639 -4.4299 0.9 0.1 -0.1
C 1.5319 -1.4371 -3.6099 0.6 0.2 -0.3
P -0.2189 -1.5294 -2.8176 0.2 -0.7 0.5
C -1.2906 -2.8173 -3.7606 -0.6 0.5 -0.7
C -1.0614 0.1965 -2.9180 0.3 -0.8 0.5
C -1.4410 0.7512 -1.5358 -0.9 3.3 -2.5
C -1.2413 0.0289 -0.1436 0.1 -0.6 -0.6
B -2.5791 -0.8357 0.2684 -1.9 -1.1 0.7
O -2.6219 -1.6920 1.4364 1.2 0.7 -2.6
O -3.8054 -0.7730 -0.4946 2.5 -0.7 0.6
C -2.0857 2.1862 -1.6551 1.6 -3.8 -1.8
O -2.5346 2.9294 -0.5641 1.3 -1.3 -2.9
C -1.4954 3.2727 0.3891 1.5 1.1 1.7
C -0.0173 3.3974 -0.1768 1.0 1.0 1.0
C 0.9159 3.7599 1.1101 -0.9 0.1 0.1
C 0.2191 4.5779 -1.2375 1.1 -0.4 -0.2
C 1.2317 4.0782 -2.4006 0.7 2.0 -0.5
C 1.3192 5.2660 -3.5098 0.0 -0.2 0.5
C 2.7531 3.9276 -1.8438 -0.1 0.2 -0.3
C -2.1975 2.6077 -3.1362 -0.6 1.9 0.8
C -2.9115 4.0385 -3.3675 -1.2 -1.4 -0.2
C -4.4996 3.7912 -3.0692 0.4 0.1 1.0
C -5.0306 2.3813 -3.5929 -0.1 0.8 -0.2
I -7.2339 2.4566 -3.3947 1.0 -0.2 -0.1
N -1.8343 1.9681 -4.3148 -0.3 0.7 3.1
N -1.2521 0.7762 -4.1973 -0.6 0.5 3.6
I -0.7483 -0.0964 -6.0268 -0.2 0.3 0.7
H 1.4750 -3.7230 -3.9791 0.4 1.5 -0.7
H 1.6737 -2.6639 -5.5499 0.0 -0.3 1.8
H 3.0524 -2.9019 -4.3779 -1.7 0.3 -0.1
H 2.2749 -1.3221 -2.7391 -1.3 -0.2 -1.2
H 1.6603 -0.5039 -4.2532 -0.1 -1.3 0.7
H -1.5125 -3.7337 -3.1028 0.6 1.5 -1.0
H -0.8263 -3.1164 -4.7617 -0.7 0.3 1.5
H -2.2862 -2.2959 -3.9789 1.2 -0.8 0.2
H -0.3835 -0.7398 -0.1941 -1.3 1.2 -0.1
H -0.9902 0.7175 0.7244 -0.3 -0.5 -1.4
H -1.7957 -2.2249 1.4897 -0.6 0.7 0.4
H -4.1488 -1.6860 -0.6253 0.0 1.0 0.6
H -1.7718 4.3126 0.8040 0.2 -1.6 -0.8
H -1.5071 2.5892 1.3180 -0.2 0.8 -1.6
H 0.4348 2.4478 -0.6072 -1.0 0.9 0.5
H 0.7247 4.8524 1.4027 0.2 -1.6 -0.3
H 0.6119 3.1052 2.0086 0.8 0.9 -1.3
H 2.0215 3.6743 0.8614 -1.5 -0.1 0.4
H 0.7923 5.4252 -0.7053 -1.0 -1.2 -0.8
H -0.7274 5.0564 -1.6459 1.1 -0.9 0.4
H 0.8707 3.1386 -2.9331 0.4 1.0 0.9
H 2.2470 5.1484 -4.1800 -1.6 0.0 0.8
H 1.4530 6.2770 -2.9762 -0.3 -1.5 -0.7
H 0.3559 5.2836 -4.1171 1.3 0.1 0.6
H 3.4973 4.3274 -2.6268 -1.2 -0.8 1.1
H 3.0434 2.8444 -1.6416 -0.4 1.5 0.1
H 2.9169 4.6006 -0.9240 -0.3 -1.2 -1.3
H -2.8209 4.3794 -4.4530 0.3 -0.5 1.6
H -2.5817 4.8177 -2.6135 -0.1 -1.0 -1.1
H -4.5855 3.8474 -1.9206 -0.1 -0.3 -1.7
H -5.1325 4.6759 -3.4446 1.1 -1.5 0.2
H -4.8331 2.2397 -4.7036 -0.2 0.1 1.5
H -4.6799 1.4825 -2.9956 -0.4 1.3 -0.7
C -2.4809 -7.1128 3.2436 0.0 0.4 0.1
C -1.0627 -7.4928 2.8657 -0.6 -0.7 0.2
O -0.3477 -6.3535 2.3570 0.7 0.9 0.1
C 0.1449 -5.5064 3.2800 -1.0 -1.7 0.5
O 0.0172 -5.6469 4.4662 0.4 0.7 -0.7
C 0.9183 -4.3762 2.6072 1.1 1.3 -0.6
F 0.2552 -3.8452 1.5549 -0.2 -0.3 0.2
F 2.1078 -4.7928 2.1325 -0.5 -0.3 0.3
F 1.1796 -3.3554 3.4404 -0.4 -0.6 0.0
H -2.9915 -6.6457 2.3977 0.0 -0.2 0.0
H -3.0453 -7.9929 3.5565 0.1 0.0 -0.1
H -2.4914 -6.3880 4.0607 0.0 -0.2 0.0
H -1.0822 -8.2345 2.0646 0.2 0.3 -0.1
H -0.5269 -7.9410 3.7064 0.0 0.3 0.0
C 2.2692 -2.0744 6.3173 -0.1 0.3 0.1
C 3.6869 -2.4561 5.9405 -0.5 -0.6 0.2
O 4.4031 -1.3184 5.4342 0.7 0.8 0.1
C 4.8968 -0.4717 6.3591 -0.9 -1.5 0.5
O 4.7675 -0.6144 7.5450 0.4 0.6 -0.7
C 5.6715 0.6583 5.6873 1.0 1.5 -0.7
F 5.0067 1.1863 4.6384 -0.1 -0.4 0.3
F 6.8608 0.2360 5.2135 -0.5 -0.3 0.3
F 5.9314 1.6758 6.5236 -0.3 -0.7 0.0
H 1.7605 -1.6055 5.4714 0.0 -0.2 0.0
H 1.7026 -2.9540 6.6286 0.1 0.0 -0.1
H 2.2588 -1.3505 7.1351 0.1 -0.2 0.0
H 3.6668 -3.1972 5.1384 0.2 0.3 -0.1
H 4.2211 -2.9065 6.7812 0.0 0.3 0.0



108
Properties=species:S:1:pos:R:3:forces:R:3 method="wB97M-V/def2-TZVPD" spin_multiplicity=3 s_squared=2.003 gap_ev="8.03 / 7.96" largest_force_ev_per_a=2.0 e_tot_ev=-569986.4905 de_lowest_kj_mol=0.00
Ni -1.6041 -0.4340 0.4347 0.7 0.7 -0.4
O 0.1529 -0.5364 1.4548 -0.8 0.3 -0.7
C 1.0598 -0.6841 0.4236 0.1 -0.4 -0.6
C 0.7598 0.1421 -0.8518 -1.3 1.1 0.9
O -0.5954 0.0856 -1.2636 0.2 -1.1 0.7
H 1.0907 -1.7322 0.0427 0.0 -0.3 0.1
H 2.0938 -0.4851 0.7568 0.0 0.2 0.0
H 1.4548 -0.1564 -1.6498 0.1 0.2 0.2
H 0.8993 1.2077 -0.5898 0.7 0.0 0.0
C -1.8120 5.1687 -0.2491 0.7 0.2 -0.7
C -1.7164 4.3396 -1.5406 -1.0 0.7 -0.3
C -2.5105 3.0476 -1.3137 0.5 -0.5 -0.5
S -2.7280 2.8373 0.4739 0.1 1.1 -0.6
O -2.2070 1.5559 0.8837 0.4 0.0 0.5
O -4.0495 3.2105 0.8907 -0.1 -0.1 0.0
C -1.6057 4.1999 0.8974 -0.6 0.0 -0.4
H -2.7607 5.7060 -0.2304 -0.2 -0.3 0.4
H -1.0531 5.9542 -0.2249 0.1 -0.1 0.0
H -0.6945 4.2169 -1.8958 0.1 -0.4 0.3
H -2.2299 4.8673 -2.3483 0.2 0.1 0.0
H -1.9598 2.1881 -1.7054 0.0 -0.2 0.4
H -3.4763 3.0791 -1.8149 -0.2 0.0 0.4
H -0.6121 3.7535 0.8755 0.1 0.2 0.2
H -1.8782 4.6902 1.8249 0.1 -0.6 0.4
C 5.1169 -0.6257 0.9290 -0.1 -0.1 0.4
C 4.5724 -1.4927 -0.2021 0.0 0.2 -0.6
C 4.6741 -0.6575 -1.4934 -1.2 0.1 0.1
S 6.1389 0.3698 -1.3723 0.7 -1.8 0.6
O 5.8076 1.7472 -1.5798 -0.2 0.6 -0.3
O 7.2295 -0.2646 -2.0904 -0.5 0.6 0.2
C 6.3775 0.0571 0.4179 0.1 0.0 -0.3
H 5.2988 -1.2184 1.8282 0.3 -0.1 -0.1
H 4.3946 0.1196 1.2728 -0.2 0.1 -0.4
H 3.5439 -1.8118 -0.0330 0.0 0.1 0.0
H 5.1471 -2.4099 -0.3407 0.3 0.1 0.2
H 3.8525 0.0622 -1.5688 0.0 0.0 0.3
H 4.5841 -1.2704 -2.3879 0.7 0.1 -0.1
H 6.5833 1.0035 0.9126 0.1 0.0 -0.1
H 7.2385 -0.6083 0.4590 0.1 0.1 0.1
C 0.3813 -4.9226 0.9230 0.1 0.6 -1.5
C 0.2046 -5.4261 -0.5142 0.0 -1.3 -0.3
C -0.6729 -4.4728 -1.2850 -0.2 1.2 0.7
S -1.8681 -3.8646 -0.0177 -0.3 -0.7 -1.3
O -3.1369 -4.5353 -0.2353 0.5 0.3 0.4
O -1.8651 -2.4217 0.0241 0.1 -0.6 -0.3
C -1.0153 -4.5120 1.4094 0.9 -0.4 0.0
H 1.0040 -4.0286 0.8219 0.1 0.0 0.6
H 0.8766 -5.6954 1.5016 -0.1 0.2 0.4
H -0.2583 -6.4203 -0.4731 -0.2 0.1 -0.1
H 1.1365 -5.6021 -1.0550 0.1 0.3 0.2
H -1.1833 -4.8617 -2.1604 -0.2 -0.1 0.2
H -0.1431 -3.5619 -1.5731 0.2 0.0 0.0
H -1.5500 -5.4139 1.7010 -0.3 0.3 0.4
H -0.8981 -3.7168 2.1407 -0.6 -0.1 0.2
C -3.5651 -1.8620 -3.2926 0.6 0.8 -0.9
C -4.7412 -2.6586 -2.7138 0.6 -0.9 1.3
C -5.5859 -1.8109 -1.7397 0.6 0.6 -0.6
S -4.6515 -0.2294 -1.5839 -1.4 -0.3 -1.2
O -3.6373 -0.3559 -0.5659 0.1 0.1 0.2
O -5.5855 0.8821 -1.5728 0.8 -0.4 0.3
C -3.8386 -0.3644 -3.2101 -0.6 0.1 1.5
H -3.3765 -2.1026 -4.3395 0.0 -0.2 0.0
H -2.6241 -2.0265 -2.7637 -0.1 -0.2 0.2
H -4.3007 -3.4134 -2.0555 0.1 -0.1 -0.3
H -5.2856 -3.2617 -3.4365 -0.4 0.6 -0.2
H -5.6552 -2.3181 -0.7826 -0.2 0.3 0.2
H -6.5553 -1.5069 -2.1261 -0.1 -0.1 0.1
H -2.9860 0.2939 -3.0562 0.3 -0.2 -0.5
H -4.5486 0.0303 -3.9335 0.1 0.0 -0.1
C -1.0787 0.7097 5.1895 0.1 -0.7 0.2
C -0.5092 -0.7147 5.1381 0.0 -0.7 0.5
C -1.5739 -1.6766 4.6110 -0.7 0.2 -0.5
S -2.6946 -0.6167 3.6002 0.5 1.2 0.6
O -3.9435 -0.5463 4.3401 0.4 -0.3 -0.9
O -2.6630 -0.9130 2.1644 -0.7 -0.5 1.2
C -1.7943 0.9429 3.8768 0.2 -0.5 -0.3
H -0.2261 1.3580 5.3887 -0.5 0.2 0.0
H -1.8092 0.8184 5.9935 0.2 -0.1 0.2
H -0.2021 -0.9991 6.1467 -0.1 -0.2 0.0
H 0.3837 -0.8143 4.5203 -0.1 0.4 -0.2
H -2.2339 -2.0653 5.3847 0.0 0.1 0.1
H -1.2464 -2.5189 4.0073 0.3 0.2 -0.1
H -2.4839 1.7818 3.8779 -0.2 -0.3 -0.1
H -1.0758 1.0437 3.0604 -0.3 -0.2 -0.1
Br -0.2719 3.5206 4.0640 0.6 0.4 -0.6
C 1.0525 2.2454 3.2865 0.5 1.5 0.5
C 2.4450 2.8451 3.4656 -0.4 0.0 0.6
Br 2.8264 3.2181 5.3680 0.1 -0.2 -0.5
H 0.8467 2.2081 2.2206 -0.3 -0.5 0.0
H 0.8987 1.3311 3.8431 0.1 -0.2 -0.4
H 2.5177 3.7934 2.9438 0.0 0.0 0.1
H 3.2332 2.1794 3.1262 -0.1 -0.1 0.0
Br 3.9245 4.2775 0.3966 -0.2 0.0 -0.1
C 3.5851 4.1797 -1.5257 0.6 -0.5 -0.4
C 2.4546 3.2282 -1.8237 -0.5 0.8 -0.1
Br 2.0371 3.3020 -3.7642 0.2 -0.3 0.7
H 4.5323 3.8334 -1.9289 -0.1 0.0 -0.1
H 3.3636 5.1690 -1.9130 0.0 0.1 0.3
H 1.5619 3.6332 -1.3513 -0.1 -0.3 0.0
H 2.5891 2.1984 -1.5175 0.2 0.0 -0.2
Br 0.6264 0.4916 -6.0985 -0.2 0.0 0.1
C 0.2040 -0.3369 -4.3714 0.9 0.4 0.1
C 1.4206 -1.0859 -3.8627 -0.5 -0.5 -0.4
Br 1.7609 -2.6431 -5.0325 0.2 0.3 0.4
H -0.6603 -0.9645 -4.5218 -0.1 -0.1 0.0
H 0.0042 0.4816 -3.6817 -0.2 -0.1 0.0
H 1.2544 -1.5171 -2.8787 -0.3 0.0 -0.1
H 2.2918 -0.4399 -3.8097 0.1 -0.1 -0.3